Entry 1:
{
  "formula": "C3H2O3",
  "method": "ωB97M-V with the def2-TZVPD basis set",
  "symbols": ["O", "O", "O", "C", "C", "C", "H", "H"],
  "positions_angstrom": [[0.9030, 1.7913, -0.5879], [-1.6062, -0.0399, 1.1243], [0.6494, -1.1667, -1.2335], [1.0027, 0.8220, 0.1518], [0.2290, -0.4739, -0.3433], [-1.1552, -0.7456, 0.2608], [1.6606, 1.4441, 0.7786], [-1.6833, -1.6312, -0.1507]],
  "lowdin_charge": [0.032, 0.099, 0.139, -0.115, -0.272, -0.160, 0.139, 0.138],
  "e_tot_ha": -341.1205,
  "max_force_ev_per_a": 4.1,
  "de_lowest_kcal_mol": 73.0,
  "homo_energy_ev": -9.77,
  "smiles": "O=CC(=O)C=O",
  "lumo_ev": -1.243
}

Entry 2:
{
  "formula": "C3H2O3",
  "method": "ωB97M-V with the def2-TZVPD basis set",
  "symbols": ["O", "O", "O", "C", "C", "C", "H", "H"],
  "positions_angstrom": [[0.5317, 0.3716, 1.6027], [1.3608, -0.9466, 0.1704], [-0.6245, 0.3970, -2.3551], [0.3651, 0.1026, 0.2099], [0.3031, -0.9570, 1.1101], [-0.6298, 0.9378, -1.3304], [-1.0416, 1.8500, -0.9163], [-0.2648, -1.7554, 1.5086]],
  "lowdin_charge": [0.031, 0.037, 0.140, -0.222, -0.224, -0.018, 0.114, 0.143],
  "e_tot_ha": -341.0069,
  "max_force_ev_per_a": 4.0,
  "de_lowest_kcal_mol": 144.3,
  "homo_energy_ev": -9.09,
  "lumo_ev": -0.072
}

Entry 3:
{
  "formula": "C3H2O3S",
  "method": "ωB97M-V with the def2-TZVPD basis set",
  "symbols": ["S", "O", "O", "O", "C", "C", "C", "H", "H"],
  "positions_angstrom": [[3.1931, -0.6624, 0.1009], [-0.6960, -0.5671, 0.0735], [2.8931, 1.0546, 0.0206], [-2.9339, 0.3019, -0.4217], [-2.2802, -0.6263, -0.1526], [1.7992, 0.3367, 0.2282], [0.4229, 0.3988, 0.0575], [-2.4597, -1.6600, 0.0915], [0.0615, 1.4238, 0.0020]],
  "lowdin_charge": [0.948, -0.145, -0.314, 0.146, -0.145, -0.670, -0.067, 0.139, 0.109],
  "e_tot_ha": -739.2460,
  "max_force_ev_per_a": 5.3,
  "de_lowest_kcal_mol": 128.8,
  "homo_energy_ev": -8.86,
  "smiles": "O=CO/C=C1/OS1",
  "lumo_ev": -0.320
}

Entry 4:
{
  "formula": "C3H2O3Yb",
  "method": "ωB97M-V with the def2-TZVPD basis set",
  "symbols": ["Yb", "O", "O", "O", "C", "C", "C", "H", "H"],
  "positions_angstrom": [[4.2911, -0.1863, -0.3452], [-2.7177, 0.7421, 1.4492], [-1.6615, 0.2446, -0.5712], [1.8421, -0.4218, -0.2120], [0.7284, 0.1629, -0.2414], [-0.4759, -0.5351, -0.1381], [-2.0715, 0.3401, 0.5847], [-0.6085, -1.6104, -0.2389], [0.6735, 1.2640, -0.2871]],
  "lowdin_charge": [1.190, 0.344, 0.171, -0.477, -0.274, -0.013, -0.227, 0.142, 0.143],
  "e_tot_ha": -1499.4630,
  "spin_multiplicity": 2,
  "total_charge": 1,
  "max_force_ev_per_a": 1.7,
  "de_lowest_kcal_mol": 127.4,
  "homo_energy_ev": [-11.03, -10.99],
  "lumo_ev": [-4.712, -6.661]
}

Entry 5:
{
  "formula": "C3H2O3Zn",
  "method": "ωB97M-V with the def2-TZVPD basis set",
  "symbols": ["Zn", "O", "O", "O", "C", "C", "C", "H", "H"],
  "positions_angstrom": [[0.4182, 2.2258, 1.4295], [0.8895, -0.2522, -0.8691], [-0.3763, 1.0089, 0.5115], [-0.7853, -1.1563, 0.1402], [-0.2323, -2.1292, -0.7176], [-0.1441, -0.0389, -0.0823], [0.7763, -1.5414, -1.3556], [1.6802, -2.0657, -1.6891], [-0.8110, -3.0291, -0.8892]],
  "lowdin_charge": [1.559, 0.194, 0.016, 0.223, 0.088, -0.486, 0.045, 0.184, 0.176],
  "e_tot_ha": -2119.7388,
  "total_charge": 2,
  "max_force_ev_per_a": 5.0,
  "de_lowest_kcal_mol": 0.0,
  "homo_energy_ev": -18.83,
  "lumo_ev": -13.704
}

Entry 6:
{
  "formula": "C3H2O4",
  "method": "ωB97M-V with the def2-TZVPD basis set",
  "symbols": ["O", "O", "O", "O", "C", "C", "C", "H", "H"],
  "positions_angstrom": [[-0.0911, -1.1280, 0.7947], [1.6687, 0.4612, 0.2415], [-1.7082, -0.2976, -0.7773], [-1.0264, 1.0219, 0.6531], [-0.5779, 0.6172, -0.7399], [0.6834, -0.3563, -0.2515], [-1.0704, -0.2382, 0.4181], [0.9425, -1.1126, -1.1052], [1.1793, 1.0323, 0.7665]],
  "lowdin_charge": [0.107, 0.101, 0.153, 0.163, 0.014, -0.236, -0.574, 0.208, 0.065],
  "e_tot_ha": -416.2490,
  "max_force_ev_per_a": 3.8,
  "de_lowest_kcal_mol": 148.0,
  "homo_energy_ev": -10.19,
  "lumo_ev": 0.286
}

Entry 7:
{
  "formula": "C3H2O4",
  "method": "ωB97M-V with the def2-TZVPD basis set",
  "symbols": ["O", "O", "O", "O", "C", "C", "C", "H", "H"],
  "positions_angstrom": [[0.0314, 1.3127, 1.2091], [-0.7617, -0.9255, 0.4774], [0.8321, -1.1326, -1.2867], [-0.6243, 0.3364, -1.4857], [0.5872, 0.1496, -0.9120], [-0.5615, -1.0255, -0.9649], [0.2264, 0.0652, 0.7206], [1.0474, -0.5461, 1.2320], [-0.7770, 1.7659, 1.0103]],
  "lowdin_charge": [0.082, 0.034, 0.117, 0.108, -0.234, -0.101, -0.308, 0.187, 0.115],
  "e_tot_ha": -416.1933,
  "spin_multiplicity": 3,
  "max_force_ev_per_a": 6.2,
  "de_lowest_kcal_mol": 104.2,
  "homo_energy_ev": [-8.42, -11.04],
  "lumo_ev": [0.731, -2.535]
}

Entry 8:
{
  "formula": "C3H2OS",
  "method": "ωB97M-V with the def2-TZVPD basis set",
  "symbols": ["S", "O", "C", "C", "C", "H", "H"],
  "positions_angstrom": [[-1.3554, 0.3262, -1.0049], [1.2286, 1.5965, -2.0359], [-0.2352, -0.3544, -0.0375], [1.3645, 1.2176, -0.9646], [1.4105, 0.5976, 0.1618], [-2.0657, -0.7763, -0.9368], [1.8294, 0.5266, 1.1019]],
  "lowdin_charge": [0.809, 0.129, -0.382, -0.425, -0.045, -0.122, 0.036],
  "e_tot_ha": -588.7538,
  "max_force_ev_per_a": 5.4,
  "de_lowest_kcal_mol": 80.9,
  "homo_energy_ev": -8.83,
  "lumo_ev": -0.374
}